# C3H7N3O

A single C3H7N3O molecule at a distorted geometry (ωB97M-V with the def2-TZVPD basis set, the OMol25 dataset).

Geometry as ORCA input:
```
! wB97M-V def2-TZVPD RIJCOSX def2/J DEFGRID3
* xyz 0 1
C -0.1967 1.1069 -0.8952
C 0.1927 -0.2997 -0.9843
C -0.5003 -1.1951 0.0694
N 0.6469 1.9779 -0.2551
N -0.1916 -0.7504 1.4451
N -0.2802 -1.6183 2.2964
O -1.2207 1.5249 -1.3330
H 0.1270 -0.6348 -2.0212
H 1.2509 -0.1314 -0.8282
H -1.5397 -1.0281 -0.0692
H -0.3249 -2.2935 -0.0364
H 0.5658 2.9213 -0.4159
H 1.5677 1.5117 -0.2313
H -0.0970 -1.0914 3.2588
*
```

Values from the calculation:
maximum force	4.96	eV/A
E_HOMO	-0.341	Eh
energy above the lowest of the compared OMol25 structures with the same formula, charge and spin	54.2	kcal per mole
calculated total energy	-357.9634	a.u.

The net atomic charges from natural (NBO), expressed in e, are: number 1, C, carries 0.67; number 2, C, carries -0.50; number 3, C, carries -0.28; number 4, N, carries -0.81; number 5, N, carries -0.13; number 6, N, carries -0.31; number 7, O, carries -0.60; number 8, H, carries 0.25; number 9, H, carries 0.19; number 10, H, carries 0.23; number 11, H, carries 0.21; number 12, H, carries 0.40; number 13, H, carries 0.37; number 14, H, carries 0.31

# C4H3NO3

A single C4H3NO3 molecule at a distorted geometry (ωB97M-V with the def2-TZVPD basis set, the OMol25 dataset).

Geometry as ORCA input:
```
! wB97M-V def2-TZVPD RIJCOSX def2/J DEFGRID3
* xyz 0 1
C 1.4525 -0.9944 -0.0680
C 0.1042 -0.5765 0.1717
C -1.9420 -0.5489 -0.1247
C -0.2535 0.7962 0.0790
H 2.0246 0.7734 -0.1143
H 1.6865 -1.9821 -0.0298
H -3.0266 -0.6865 -0.2291
N -1.0584 -1.4233 0.0506
O 2.5054 -0.1341 -0.0312
O -1.5953 0.8019 0.0141
O 0.4094 1.8071 -0.0241
*
```

Values from the calculation:
maximum force	5.31	eV/A
E_HOMO	-0.346	Eh
energy above the lowest of the compared OMol25 structures with the same formula, charge and spin	34.0	kcal per mole
calculated total energy	-434.6731	a.u.

The net atomic charges from natural (NBO), expressed in e, are: number 1, C, carries 0.32; number 2, C, carries -0.18; number 3, C, carries 0.35; number 4, C, carries 0.70; number 5, H, carries 0.52; number 6, H, carries 0.19; number 7, H, carries 0.20; number 8, N, carries -0.41; number 9, O, carries -0.63; number 10, O, carries -0.46; number 11, O, carries -0.60

# C5H10N3

A gas-phase ion, C5H10N3 (charge +1) at a distorted geometry (ωB97M-V with the def2-TZVPD basis set, the OMol25 dataset).

Geometry as ORCA input:
```
! wB97M-V def2-TZVPD RIJCOSX def2/J DEFGRID3
* xyz 1 1
C 1.0284 1.5179 -0.1535
C 1.7214 -0.6570 -0.0941
C -1.6028 0.1899 -0.9143
C -0.1245 1.1308 0.6883
C 0.5240 -1.1524 0.6533
N 1.8937 0.7238 -0.5439
N -1.3542 0.8042 0.2745
N -0.4591 -1.6500 -0.0432
H 1.0035 2.5433 -0.5917
H 2.5757 -0.7442 0.7309
H 2.0082 -1.2625 -0.8976
H -2.6426 -0.0337 -1.0230
H -1.0442 0.4415 -1.8340
H -0.0875 1.2731 1.7205
H 0.3768 -1.1365 1.7174
H -2.0336 1.0399 0.9936
H -1.3062 -1.8122 0.3320
H -0.4769 -1.2159 -1.0154
*
```

Values from the calculation:
maximum force	5.25	eV/A
E_HOMO (spin up / spin down)	-0.477 / -0.477	Eh
energy above the lowest of the compared OMol25 structures with the same formula, charge and spin	117.8	kcal per mole
calculated total energy	-360.3873	a.u.

The net atomic charges from natural (NBO), expressed in e, are: number 1, C, carries 0.04; number 2, C, carries -0.36; number 3, C, carries -0.31; number 4, C, carries -0.10; number 5, C, carries 0.10; number 6, N, carries -0.29; number 7, N, carries -0.42; number 8, N, carries -0.61; number 9, H, carries 0.23; number 10, H, carries 0.26; number 11, H, carries 0.25; number 12, H, carries 0.23; number 13, H, carries 0.25; number 14, H, carries 0.23; number 15, H, carries 0.24; number 16, H, carries 0.45; number 17, H, carries 0.40; number 18, H, carries 0.42

# C4H5NO

A molecular structure, C4H5NO at a distorted geometry (ωB97M-V with the def2-TZVPD basis set, the OMol25 dataset).

Geometry as ORCA input:
```
! wB97M-V def2-TZVPD RIJCOSX def2/J DEFGRID3
* xyz 0 1
C 0.9872 0.1608 -0.3790
C 0.2073 -0.6369 0.4966
C -0.6811 1.0534 0.2308
O -0.6121 1.8453 1.1408
C -0.5404 -1.7202 -0.0639
N -1.1983 -2.5243 -0.5806
H 1.1279 -0.1520 -1.4133
H 0.0721 1.2447 -0.7641
H 1.7559 0.8013 0.0471
H 0.3981 -0.6364 1.5635
H -1.5166 0.5642 -0.2777
*
```

Values from the calculation:
maximum force	1.08	eV/A
E_HOMO	-0.335	Eh
energy above the lowest of the compared OMol25 structures with the same formula, charge and spin	93.5	kcal per mole
calculated total energy	-285.2656	a.u.

The net atomic charges from natural (NBO), expressed in e, are: number 1, C, carries -0.30; number 2, C, carries -0.46; number 3, C, carries 0.26; number 4, O, carries -0.59; number 5, C, carries 0.25; number 6, N, carries -0.32; number 7, H, carries 0.25; number 8, H, carries 0.17; number 9, H, carries 0.25; number 10, H, carries 0.28; number 11, H, carries 0.22

# C4H6N2

A single C4H6N2 molecule at a distorted geometry (ωB97M-V with the def2-TZVPD basis set, the OMol25 dataset).

Geometry as ORCA input:
```
! wB97M-V def2-TZVPD RIJCOSX def2/J DEFGRID3
* xyz 0 1
C -0.1518 -0.0217 1.4483
C -0.8700 -0.2271 0.0478
C 0.9354 -0.1472 -1.3005
C 0.0173 1.0185 0.2984
H 0.7137 -0.6493 1.5236
H -0.7242 0.2027 2.3300
H -1.9664 -0.0344 -0.0124
H -0.1763 -1.7671 -1.1297
H 1.5362 -0.5378 -2.1148
H -0.1944 2.0846 0.4987
N -0.2557 -0.7945 -1.0444
N 1.1360 0.8734 -0.5449
*
```

Values from the calculation:
maximum force	4.59	eV/A
E_HOMO	-0.310	Eh
energy above the lowest of the compared OMol25 structures with the same formula, charge and spin	45.6	kcal per mole
calculated total energy	-265.4630	a.u.

The net atomic charges from natural (NBO), expressed in e, are: number 1, C, carries -0.45; number 2, C, carries -0.09; number 3, C, carries 0.25; number 4, C, carries -0.09; number 5, H, carries 0.21; number 6, H, carries 0.23; number 7, H, carries 0.21; number 8, H, carries 0.39; number 9, H, carries 0.19; number 10, H, carries 0.22; number 11, N, carries -0.61; number 12, N, carries -0.46

# C4H6O7RbS

A molecular structure, C4H6O7RbS at a distorted geometry (ωB97M-V with the def2-TZVPD basis set, the OMol25 dataset).

Geometry as ORCA input:
```
! wB97M-V def2-TZVPD RIJCOSX def2/J DEFGRID3
* xyz -1 1
Rb 26.8619 9.0171 0.2772
S 28.0604 12.2830 0.6351
O 26.6563 11.9810 0.3448
O 28.9333 11.1912 0.1014
O 28.4803 13.5270 -0.0480
O 28.2542 12.3584 2.0812
C 26.6991 6.4793 -5.5828
C 25.6155 5.9844 -4.6518
C 26.1245 5.1589 -3.4451
O 26.0284 6.0978 -2.3692
C 25.4045 7.2047 -2.7646
O 25.2706 8.1461 -2.0374
O 25.0272 7.1440 -4.0265
H 27.3384 5.6395 -5.8870
H 27.2851 7.2739 -5.1327
H 26.2914 6.7139 -6.5686
H 24.9253 5.3502 -5.2095
H 27.1984 4.9697 -3.5370
H 25.6875 4.1809 -3.2565
*
```

Values from the calculation:
maximum force	2.67	eV/A
E_HOMO	-0.089	Eh
energy above the lowest of the compared OMol25 structures with the same formula, charge and spin	37.4	kcal per mole
calculated total energy	-1105.0428	a.u.

The net atomic charges from Löwdin, expressed in e, are: number 1, Rb, carries 0.98; number 2, S, carries 0.08; number 3, O, carries -0.55; number 4, O, carries -0.57; number 5, O, carries -0.46; number 6, O, carries -0.46; number 7, C, carries -0.02; number 8, C, carries -0.28; number 9, C, carries -0.07; number 10, O, carries 0.07; number 11, C, carries -0.60; number 12, O, carries 0.07; number 13, O, carries 0.11; number 14, H, carries 0.09; number 15, H, carries 0.10; number 16, H, carries 0.09; number 17, H, carries 0.15; number 18, H, carries 0.13; number 19, H, carries 0.13